[1]
Here is the ion C4H6NOS with charge +1 at a distorted geometry from the Open Molecules 2025 dataset. Energies are from ωB97M-V/def2-TZVPD.

## Properties
SMILES: O=C[C@@]1(S)C=C[NH2+]1
energy above the lowest of the compared OMol25 structures with the same formula, charge and spin: 55.90 kcal per mole
LUMO energy: -4.04 eV
orbital gap: 10.046 eV

Structure (ORCA input):
```
! wB97M-V def2-TZVPD RIJCOSX def2/J DEFGRID3
* xyz 1 1
S -2.206 -0.036 0.006
O 0.730 2.269 0.235
N 0.290 -0.277 1.231
C -0.396 0.201 -0.096
C 0.022 1.704 -0.487
C 0.555 -0.795 -0.845
C 1.137 -1.132 0.291
H -0.324 -0.898 1.779
H 1.959 -1.793 0.522
H -0.423 2.122 -1.460
H 0.667 0.460 1.864
H 0.677 -1.166 -1.866
H -2.688 -0.661 -1.175
*
```

---

[2]
Here is an isolated molecule of C4H6O at a distorted geometry from the Open Molecules 2025 dataset. Energies are from ωB97M-V/def2-TZVPD.

## Properties
SMILES: C=CCC=O
energy above the lowest of the compared OMol25 structures with the same formula, charge and spin: 16.54 kcal per mole
LUMO energy: 0.80 eV
orbital gap: 10.841 eV

Structure (ORCA input):
```
! wB97M-V def2-TZVPD RIJCOSX def2/J DEFGRID3
* xyz 0 1
O -2.912 -0.199 -0.161
C 0.691 0.396 -0.075
C -1.842 0.371 0.096
C -0.551 -0.448 0.031
C 1.913 -0.132 -0.050
H -0.573 -1.148 -0.810
H 0.528 1.445 -0.368
H -0.509 -1.047 0.950
H 2.115 -1.187 0.158
H -1.715 1.515 0.417
H 2.855 0.436 -0.187
*
```

---

[3]
Here is a cluster of 2 separate species, C4H6O in total at a distorted geometry from the Open Molecules 2025 dataset. Energies are from ωB97M-V/def2-TZVPD.

## Properties
energy above the lowest of the compared OMol25 structures with the same formula, charge and spin: 123.15 kcal per mole
LUMO energy: -0.52 eV
orbital gap: 8.052 eV

Structure (ORCA input):
```
! wB97M-V def2-TZVPD RIJCOSX def2/J DEFGRID3
* xyz 0 1
O -2.725 0.012 -0.482
C 0.671 0.238 0.847
C 1.201 1.048 -0.215
C 1.197 -0.524 -0.304
C -2.176 -0.533 0.414
H -1.161 -0.085 0.823
H 0.562 -0.915 -1.052
H 2.025 1.603 0.170
H -2.372 -1.534 0.957
H 0.640 1.708 -0.890
H 2.139 -1.017 -0.268
*
```

---

[4]
Here is an isolated molecule of C4H6O at a distorted geometry from the Open Molecules 2025 dataset. Energies are from ωB97M-V/def2-TZVPD.

## Properties
energy above the lowest of the compared OMol25 structures with the same formula, charge and spin: 70.62 kcal per mole
LUMO energy: 1.15 eV
orbital gap: 10.528 eV

Structure (ORCA input):
```
! wB97M-V def2-TZVPD RIJCOSX def2/J DEFGRID3
* xyz 0 1
O -0.172 -0.880 1.117
C 0.607 0.908 0.292
C -0.626 -0.568 -0.888
C -0.790 0.309 0.541
C 0.655 -0.561 -0.060
H 0.776 1.652 -0.491
H -1.444 0.850 1.269
H 1.164 1.142 1.206
H -0.823 -0.026 -1.812
H 1.542 -1.181 -0.158
H -0.889 -1.645 -1.014
*
```

---

[5]
Here is an isolated molecule of C4H6O at a distorted geometry from the Open Molecules 2025 dataset. Energies are from ωB97M-V/def2-TZVPD.

## Properties
SMILES: C=COC=C
energy above the lowest of the compared OMol25 structures with the same formula, charge and spin: 40.95 kcal per mole
LUMO energy: 1.14 eV
orbital gap: 9.778 eV

Structure (ORCA input):
```
! wB97M-V def2-TZVPD RIJCOSX def2/J DEFGRID3
* xyz 0 1
O -0.400 0.180 -0.105
C 0.493 2.168 0.752
C 0.414 0.825 0.702
C -0.311 -1.225 -0.174
C -0.200 -1.927 -1.259
H -0.421 2.755 0.470
H -0.313 -2.979 -1.102
H 1.369 2.597 1.325
H -0.645 -1.715 0.746
H 0.981 0.268 1.479
H -0.145 -1.414 -2.202
*
```

---

[6]
Here is an isolated molecule of C4H6O from the Open Molecules 2025 dataset. Energies are from ωB97M-V/def2-TZVPD.

## Properties
energy above the lowest of the compared OMol25 structures with the same formula, charge and spin: 95.76 kcal per mole
LUMO energy (spin up / spin down): -0.13 / -0.13 eV
orbital gap (spin up / spin down): 7.374 / 7.373 eV

Structure (ORCA input):
```
! wB97M-V def2-TZVPD RIJCOSX def2/J DEFGRID3
* xyz 0 1
O 0.279 -1.399 0.762
C -2.317 0.070 -0.743
C 1.433 0.564 0.159
C 0.151 -0.210 0.196
C -1.005 0.184 -0.463
H -2.975 0.092 0.130
H -0.611 -1.789 0.801
H 1.323 1.471 -0.435
H -0.358 0.312 -1.369
H 2.262 -0.032 -0.230
H 1.690 0.847 1.186
*
```

---

[7]
Here is an isolated molecule of C4H6O at a distorted geometry from the Open Molecules 2025 dataset. Energies are from ωB97M-V/def2-TZVPD.

## Properties
SMILES: C#CCCO
energy above the lowest of the compared OMol25 structures with the same formula, charge and spin: 74.11 kcal per mole
LUMO energy: 0.76 eV
orbital gap: 10.230 eV

Structure (ORCA input):
```
! wB97M-V def2-TZVPD RIJCOSX def2/J DEFGRID3
* xyz 0 1
O -1.946 -0.920 0.745
C -0.921 -0.618 -0.182
C -0.158 0.723 0.134
C 1.249 0.636 -0.047
C 2.276 0.504 -0.699
H 0.110 1.606 -0.573
H -0.639 1.271 0.939
H -0.197 -1.451 -0.243
H -1.414 -0.554 -1.150
H -1.549 -1.198 1.581
H 3.188 0.000 -0.505
*
```

---

[8]
Here is a structure of composition C4H6O2 from the Open Molecules 2025 dataset. Energies are from ωB97M-V/def2-TZVPD.

## Properties
energy above the lowest of the compared OMol25 structures with the same formula, charge and spin: 16.33 kcal per mole
LUMO energy: 0.84 eV
orbital gap: 11.322 eV

Structure (ORCA input):
```
! wB97M-V def2-TZVPD RIJCOSX def2/J DEFGRID3
* xyz 0 1
O -1.000 -1.535 -1.591
O -1.847 0.367 -0.601
C 1.444 -0.333 0.085
C -0.047 -0.231 0.352
C -0.901 1.050 0.270
C -0.982 -0.680 -0.759
H 1.713 0.022 -0.914
H 2.041 0.208 0.827
H -0.462 1.886 -0.282
H -1.376 1.397 1.192
H 1.720 -1.391 0.143
H -0.304 -0.759 1.277
*
```